No. 1
A structure of composition C45H41Br2ClF5LaN14O4PS2 at a distorted geometry, computed with the ωB97M-V functional and the def2-TZVPD basis.

## Properties
Total energy = -274394.8973 eV
Kohn-Sham gap = 7.242 eV
Net charge = +1
LUMO level = -2.3 eV

The geometry in XYZ format:
```
116
Properties=species:S:1:pos:R:3:forces:R:3
La -0.17865 -0.80643 0.92457 -0.85 -2.51 -0.71
N -2.13776 6.60732 3.03591 -0.10 0.01 0.08
C -1.42692 5.49774 2.67884 0.07 -0.17 0.01
C -1.69154 4.82194 1.47910 -0.06 0.11 0.08
C -0.96204 3.70501 1.12323 0.02 -0.09 -0.06
C 0.03450 3.24538 1.96547 0.26 -0.18 -0.13
C 0.29253 3.88103 3.17589 0.01 -0.03 -0.02
C -0.43502 4.99200 3.53585 -0.02 0.00 -0.04
S 1.05706 1.86372 1.59282 0.21 0.53 -0.03
O 0.55483 0.76299 2.43688 0.60 0.88 0.83
O 2.42450 2.21530 1.83917 0.04 0.10 0.10
N 0.81622 1.28716 0.10537 0.93 0.91 0.34
C 1.86654 1.73601 -0.71072 0.25 0.50 -0.72
N 2.72177 0.83691 -1.20359 -0.17 -0.01 0.36
C 3.79162 1.30117 -1.84362 -0.04 0.01 -0.03
C 4.00860 2.64907 -2.05501 0.02 -0.04 0.03
C 3.01335 3.49532 -1.59045 -0.07 -0.01 0.02
N 1.95607 3.05277 -0.92653 -0.24 -0.04 -0.05
H -2.72352 7.07545 2.37044 0.02 -0.02 -0.04
H -1.84731 7.13839 3.83547 0.00 0.04 0.00
H -2.48076 5.19392 0.83645 0.03 -0.01 -0.05
H -1.15216 3.18245 0.19363 0.05 0.06 -0.03
H 1.07227 3.49109 3.81847 0.00 0.10 0.06
H -0.24154 5.48275 4.48165 0.01 0.02 -0.01
H 4.49676 0.54619 -2.18154 0.01 0.08 -0.03
H 4.90040 3.02193 -2.53629 -0.02 -0.01 -0.06
H 3.05442 4.56680 -1.75323 0.07 0.00 0.02
Br 0.25219 -5.80914 6.27120 -0.01 0.02 -0.10
C 0.11967 -4.69459 4.75944 -0.01 0.04 0.01
C -1.09268 -4.12464 4.41488 0.00 -0.04 0.01
C -1.11549 -3.25526 3.33859 -0.08 -0.10 -0.05
N -0.03703 -2.94232 2.62414 0.13 -0.12 0.13
C 1.11467 -3.53913 2.93275 -0.11 -0.10 0.22
C 1.24369 -4.41791 4.00139 -0.03 -0.05 -0.02
C 2.28695 -3.18579 2.10188 0.16 0.02 -0.07
C 3.34355 -4.07259 1.94245 0.01 0.02 -0.03
C 4.42963 -3.67313 1.18157 0.01 -0.08 -0.04
Br 5.84704 -4.88020 0.87575 -0.10 0.15 0.04
C 4.44737 -2.40601 0.63328 0.09 0.05 0.00
C 3.33383 -1.60330 0.82068 0.06 -0.04 0.09
N 2.26062 -1.98338 1.51107 0.00 -0.06 0.12
H -1.99057 -4.32755 4.97951 -0.01 0.00 -0.01
H -2.03661 -2.76349 3.05146 0.01 0.01 0.02
H 2.19793 -4.85312 4.25768 0.01 0.03 0.02
H 3.31687 -5.06383 2.36964 -0.04 0.01 0.03
H 5.29050 -2.05363 0.05701 -0.02 0.01 -0.01
H 3.28384 -0.62348 0.37293 0.03 0.09 -0.10
Cl -4.31642 -3.42422 -1.59805 -0.35 0.09 0.05
C -2.55153 -3.46242 -1.80583 0.40 0.12 0.06
C -1.87379 -2.50851 -0.81530 -0.22 -0.28 -0.39
O -1.87905 -1.27182 -1.06164 -0.31 -0.05 -0.11
O -1.32080 -3.00130 0.18352 -0.09 -0.30 0.19
H -2.34448 -3.16301 -2.82965 0.03 0.00 0.01
H -2.23563 -4.48345 -1.62123 0.04 0.02 0.00
F -0.47314 2.56555 7.47768 0.05 0.06 0.06
C -0.89935 2.01752 6.34331 -0.06 -0.06 -0.17
C -1.90382 2.62302 5.60707 -0.01 0.00 0.05
F -2.43263 3.77229 6.03282 -0.01 0.07 0.01
C -2.35428 2.04460 4.43428 0.16 -0.26 -0.17
F -3.30121 2.67762 3.73043 -0.12 0.10 0.07
C -1.83493 0.84498 3.95711 0.10 0.03 0.44
S -2.43100 0.06423 2.52215 -0.63 0.05 0.07
C -0.81478 0.27546 4.71497 -0.23 0.12 -0.19
F -0.25949 -0.86149 4.26769 0.11 0.06 0.46
C -0.33935 0.83670 5.87990 -0.02 -0.05 -0.01
F 0.64116 0.24207 6.56016 0.03 0.03 0.06
C -6.01238 0.14081 -1.79493 -0.06 0.04 -0.19
N -5.91494 0.21861 -0.27504 -0.01 -0.06 0.01
C -6.29613 1.62453 0.17730 -0.08 0.26 0.11
N -5.50814 2.59778 -0.48390 -0.11 0.22 -0.03
C -5.65448 2.47451 -1.92850 0.01 -0.08 0.11
N -5.23641 1.16015 -2.39592 -0.03 0.08 -0.31
C -3.79527 0.94849 -2.24674 0.30 0.04 0.26
P -3.17351 1.00329 -0.46654 -0.94 0.47 -0.34
C -4.53871 -0.11692 0.19573 0.66 0.06 0.08
C -4.10270 2.58818 -0.06399 0.25 -0.18 0.06
H -7.06552 0.25303 -2.06015 -0.01 0.02 0.12
H -5.65525 -0.84290 -2.09033 0.01 -0.10 0.06
H -6.56580 -0.45298 0.13299 -0.01 0.02 0.00
H -6.14383 1.67783 1.25551 0.00 -0.13 -0.01
H -7.35319 1.76661 -0.05546 0.01 -0.11 -0.05
H -5.05002 3.23899 -2.41392 -0.01 -0.01 -0.02
H -6.70336 2.63068 -2.19195 0.02 -0.01 -0.01
H -3.28103 1.72961 -2.81210 0.03 -0.05 -0.02
H -3.51789 -0.01313 -2.67866 0.00 -0.03 0.00
H -4.52141 -0.04118 1.28145 -0.09 0.00 0.02
H -4.31161 -1.14079 -0.08604 -0.09 -0.11 -0.09
H -3.59861 3.41652 -0.56807 0.01 0.01 0.06
H -4.03967 2.77085 1.01195 0.02 0.00 -0.01
C 0.33279 0.04207 -2.98705 0.10 -0.05 0.00
C 1.01691 -1.19198 -2.51110 -0.12 -0.02 -0.06
N 0.89752 -1.75076 -1.32286 0.19 -0.05 -0.41
C 1.61431 -2.92710 -1.37995 -0.02 0.02 -0.17
C 2.18367 -3.06304 -2.60289 0.00 -0.20 0.19
N 1.79896 -1.94971 -3.31957 0.15 0.08 0.10
C 2.14198 -1.66453 -4.71134 -0.15 -0.15 0.03
N 3.40592 -2.22368 -5.06837 0.15 0.07 -0.02
N 3.47900 -3.54573 -5.38603 -0.16 0.07 -0.02
N 4.69136 -3.87660 -5.55272 0.18 -0.27 -0.06
C 5.49334 -2.77525 -5.34497 -0.35 0.43 0.19
C 6.88014 -2.62925 -5.39807 0.00 -0.01 0.00
C 7.38831 -1.37610 -5.14153 0.11 -0.16 -0.02
C 6.54764 -0.28729 -4.85227 -0.11 0.08 0.02
C 5.17711 -0.41659 -4.79025 -0.06 0.17 0.06
C 4.66353 -1.69011 -5.02497 0.23 -0.36 -0.12
H -0.30316 0.42710 -2.19419 -0.01 0.03 -0.03
H -0.28667 -0.18154 -3.85824 -0.07 0.03 0.03
H 1.05235 0.81343 -3.26783 -0.02 0.02 -0.01
H 1.63873 -3.61746 -0.55380 0.07 0.01 0.02
H 2.80221 -3.84096 -3.01108 -0.01 0.01 -0.09
H 2.17361 -0.58526 -4.84745 -0.02 -0.02 -0.04
H 1.39129 -2.10339 -5.36983 0.02 0.07 -0.01
H 7.51252 -3.47575 -5.62594 0.03 0.02 -0.03
H 8.45767 -1.21673 -5.16355 0.00 0.00 -0.02
H 6.99518 0.68292 -4.68047 -0.01 0.01 0.01
H 4.53802 0.43201 -4.58134 0.02 0.00 0.00
```
Positions in Å, forces in eV/Å.

No. 2
A structure of composition C45H41F9N2OSb2Ti, computed with the ωB97M-V functional and the def2-TZVPD basis.

## Properties
Total energy = -112990.6972 eV
Kohn-Sham gap = 7.012 eV
Net charge = +2
LUMO level = -6.7 eV

The geometry in XYZ format:
```
101
Properties=species:S:1:pos:R:3:forces:R:3
Ti -0.49162 -0.61249 0.64467 -0.04 -0.05 -0.52
C -4.90478 -1.79213 0.49282 -0.03 -0.02 -0.03
C -3.62746 -1.04920 0.13413 0.08 0.09 -0.06
N -2.63981 -0.84123 1.24308 0.00 0.00 -0.01
C -3.17534 0.14416 2.23178 0.01 -0.13 0.00
C -3.15720 1.56975 1.72495 -0.03 0.06 -0.01
C -2.37273 -2.13192 1.93734 -0.14 0.09 0.14
C -1.76813 -3.12789 0.96946 0.01 -0.05 -0.03
N -0.80339 -2.41903 0.11233 0.06 -0.27 0.19
C -0.07291 -3.18931 -0.80788 -0.14 0.15 0.16
C 0.89184 -2.49704 -1.51903 0.06 -0.16 -0.11
F 0.96025 -1.16596 -1.20357 0.01 -0.05 0.17
C 1.72444 -3.05988 -2.45676 0.00 -0.01 0.05
F 2.63011 -2.30873 -3.07177 -0.01 0.02 -0.04
C 1.60036 -4.40954 -2.73287 -0.02 0.06 0.01
C 0.63910 -5.12733 -2.04839 -0.03 0.03 0.06
F 0.49082 -6.42069 -2.28752 0.00 -0.04 -0.01
C -0.19382 -4.54858 -1.09510 0.12 0.06 -0.11
F -1.09090 -5.32302 -0.48428 -0.02 -0.02 0.01
H -5.56424 -1.75174 -0.37437 0.00 0.00 -0.01
H -5.44694 -1.34244 1.32303 0.00 0.02 0.01
H -4.74015 -2.84494 0.71774 0.01 -0.01 0.01
H -3.87199 -0.06105 -0.24793 -0.03 -0.09 0.04
H -3.10425 -1.56782 -0.67028 -0.06 0.01 0.01
H -2.57418 0.05688 3.13487 0.01 0.04 -0.03
H -4.19072 -0.15996 2.49295 0.01 0.03 0.02
H -2.14496 1.87731 1.45367 0.04 0.00 0.03
H -3.49045 2.24037 2.51684 -0.02 -0.02 0.00
H -3.82052 1.72236 0.87135 0.03 -0.01 0.00
H -3.29382 -2.52910 2.36932 0.02 0.01 -0.01
H -1.70291 -1.93127 2.77731 0.02 -0.02 -0.07
H -2.54072 -3.59012 0.35221 0.02 0.03 0.00
H -1.27774 -3.92486 1.53131 -0.03 0.01 -0.02
H 2.23562 -4.89307 -3.46089 0.01 -0.01 -0.01
C 1.43315 3.05110 -0.33527 0.07 0.18 0.13
C 0.04832 3.57474 0.06326 -0.05 0.03 0.01
C -1.09207 3.20671 -0.88141 -0.04 0.16 -0.07
Sb -1.26120 1.16770 -1.45892 0.02 -0.03 0.19
C -3.18323 1.10974 -2.30338 -0.15 0.10 -0.14
C -4.04120 2.19907 -2.19991 -0.07 -0.04 0.02
C -5.29111 2.15460 -2.80796 0.02 0.02 0.02
C -5.67840 1.03142 -3.51961 -0.04 -0.01 -0.02
C -4.81777 -0.05328 -3.63533 0.01 0.01 0.02
C -3.57299 -0.01496 -3.02867 0.02 -0.01 -0.03
C -0.10049 1.00599 -3.20068 0.09 -0.04 -0.19
C 0.45228 2.12053 -3.82371 0.01 -0.01 0.01
C 1.10147 1.98508 -5.04435 -0.02 0.03 0.03
C 1.18992 0.74331 -5.65169 0.01 -0.04 -0.04
C 0.62615 -0.36970 -5.04365 0.00 0.04 0.01
C -0.01736 -0.23796 -3.82378 0.01 -0.05 -0.01
Sb 1.83528 1.12729 0.47037 -0.35 0.03 -0.08
C 3.53399 0.42942 -0.51174 0.22 -0.05 -0.15
C 4.30010 1.29649 -1.28577 0.01 -0.04 -0.03
C 5.45780 0.83403 -1.89609 -0.01 -0.02 0.00
C 5.85503 -0.48421 -1.72569 0.01 0.01 -0.01
C 5.09606 -1.34948 -0.94997 -0.01 0.00 0.00
C 3.93166 -0.89671 -0.34875 -0.02 0.00 0.04
C 2.56278 1.63594 2.37395 0.21 0.10 0.15
C 1.99470 2.66628 3.12087 0.02 -0.03 -0.01
C 2.51756 2.99323 4.36446 -0.04 -0.01 -0.02
C 3.60020 2.28766 4.87021 0.03 0.00 0.03
C 4.17631 1.26779 4.12549 -0.02 0.01 -0.06
C 3.66500 0.94566 2.87387 -0.01 0.01 0.06
H 2.21746 3.69203 0.07075 -0.01 -0.01 -0.01
H 1.56899 3.01164 -1.41283 -0.02 0.03 -0.13
H 0.09062 4.66482 0.11812 -0.01 0.01 -0.02
H -0.21762 3.25078 1.07355 0.04 -0.03 0.02
H -1.04024 3.77086 -1.81509 0.03 -0.01 0.02
H -2.04724 3.45508 -0.41750 0.02 0.03 -0.02
H -3.76029 3.09285 -1.65772 0.02 0.00 0.00
H -5.95557 3.00415 -2.72967 -0.01 0.01 0.00
H -6.65074 1.00180 -3.99217 0.00 0.00 -0.01
H -5.11514 -0.92440 -4.20347 0.00 -0.01 0.00
H -2.91208 -0.86900 -3.13404 0.02 0.02 0.00
H 0.36924 3.10873 -3.39066 0.00 0.02 0.04
H 1.52285 2.85638 -5.52705 0.01 0.01 0.01
H 1.68597 0.64323 -6.60736 0.02 0.00 0.00
H 0.68420 -1.33757 -5.52237 0.00 -0.03 -0.01
H -0.46135 -1.11906 -3.37184 -0.02 0.01 0.01
H 4.01239 2.33194 -1.42075 -0.02 0.01 0.01
H 6.05229 1.50545 -2.50052 0.01 0.01 0.00
H 6.76216 -0.83699 -2.19701 0.01 -0.01 0.00
H 5.41205 -2.37532 -0.81444 -0.01 -0.01 0.00
H 3.34434 -1.58367 0.25406 0.01 0.01 0.00
H 1.15091 3.23065 2.74670 -0.05 0.02 -0.01
H 2.07790 3.79901 4.93728 0.00 0.00 0.00
H 4.00230 2.54193 5.84204 0.01 0.00 -0.01
H 5.03542 0.73293 4.50900 0.00 -0.01 0.00
H 4.14822 0.17234 2.28658 -0.02 -0.02 0.01
F 2.84658 -1.52397 6.49505 -0.01 -0.01 0.01
C 2.03459 -1.17883 5.51215 0.00 0.00 -0.04
C 1.14951 -0.12256 5.68268 -0.02 0.00 -0.03
F 1.12320 0.52962 6.83097 -0.01 0.00 0.03
C 0.31090 0.27289 4.64989 0.14 -0.03 0.18
F -0.51921 1.29601 4.82189 -0.02 0.03 -0.08
C 0.37976 -0.37519 3.43101 -0.15 -0.05 -0.35
O -0.32805 0.01465 2.34417 0.06 -0.13 0.52
C 1.25610 -1.43556 3.28571 0.12 -0.07 0.18
F 1.29894 -2.01980 2.05799 0.06 0.07 -0.06
C 2.09049 -1.85266 4.29955 -0.06 0.05 0.00
F 2.94735 -2.84314 4.10865 0.01 -0.02 0.00
```
Positions in Å, forces in eV/Å.

No. 3
A structure of composition C45H41N6P2Y at a distorted geometry, computed with the ωB97M-V functional and the def2-TZVPD basis.

## Properties
Total energy = -75881.6943 eV
Kohn-Sham gap = 7.052 eV
Net charge = +2
LUMO level = -5.2 eV

The geometry in XYZ format:
```
95
Properties=species:S:1:pos:R:3:forces:R:3
Y -0.11830 -0.35429 0.05898 -0.01 0.22 -0.44
C -2.97798 -0.93785 -6.59823 -0.15 -0.06 -0.06
C -2.05293 -0.93627 -5.42885 0.28 0.06 0.25
C -1.12441 -1.95659 -5.22195 -0.31 0.29 -0.05
C -0.36988 -2.00154 -4.07543 -0.03 0.31 0.42
C -0.46384 -1.02550 -3.05527 -0.70 0.12 -1.20
N 0.25185 -1.13757 -1.88067 0.11 -0.16 0.06
C 1.21335 -2.17120 -1.80827 0.07 -0.24 0.16
C 2.31243 -2.19435 -2.67433 0.05 -0.09 0.35
C 3.30454 -3.14562 -2.55100 -0.19 0.03 0.00
C 3.24736 -4.12327 -1.55924 -0.31 0.07 0.07
C 4.35984 -5.09983 -1.37229 0.09 -0.09 0.08
C 2.12298 -4.16173 -0.74503 0.04 0.08 0.00
C 1.10614 -3.21970 -0.86719 0.56 0.56 -0.66
N -0.08346 -3.42518 -0.11860 -0.24 -0.57 0.00
C -0.72356 -4.59955 0.00961 -0.34 0.19 0.27
C -1.85753 -4.38067 0.76546 0.11 0.14 -0.02
C -1.83575 -3.02482 1.06448 0.05 -0.15 -0.08
N -0.75333 -2.44708 0.52703 -0.24 -0.59 0.22
C -1.38141 0.02815 -3.29170 0.32 -1.08 -0.45
C -2.15067 0.04187 -4.45467 0.09 -0.25 -0.05
N -1.68888 1.04432 -2.35094 0.16 0.59 -0.07
C -2.27270 2.21516 -2.67094 0.01 0.17 0.52
C -2.82618 2.74655 -1.52712 0.06 -0.21 -0.07
C -2.52591 1.83214 -0.52827 -0.11 0.03 -0.23
N -1.81538 0.80804 -1.01942 -0.41 -0.05 0.07
H -2.51416 -1.40570 -7.46206 -0.01 0.03 -0.12
H -3.28905 0.07203 -6.85500 -0.02 0.02 -0.11
H -3.87456 -1.51042 -6.35033 -0.02 0.01 -0.09
H -1.02075 -2.73878 -5.95989 0.02 -0.09 -0.05
H 0.30309 -2.83341 -3.94181 0.03 -0.03 0.03
H 2.35844 -1.44775 -3.45262 0.06 0.14 -0.01
H 4.14365 -3.13806 -3.23049 0.09 0.03 -0.09
H 5.00663 -5.11661 -2.24378 0.09 -0.06 -0.04
H 3.97867 -6.10373 -1.20043 0.02 -0.08 0.01
H 4.96031 -4.82018 -0.50523 0.06 -0.04 0.00
H 2.01887 -4.94711 -0.01033 0.04 -0.06 0.13
H -0.36662 -5.50684 -0.43643 0.18 -0.05 -0.16
H -2.59685 -5.10184 1.03965 -0.17 -0.17 0.09
H -2.55243 -2.44447 1.62218 0.03 0.06 0.04
H -2.88767 0.81974 -4.58233 -0.12 0.00 -0.02
H -2.26106 2.62498 -3.66051 0.06 -0.12 -0.22
H -3.37301 3.65962 -1.44026 -0.13 0.24 0.05
H -2.81379 1.86639 0.50687 0.15 0.01 0.13
C 2.51054 1.84285 3.24345 0.29 0.47 0.02
N 1.66571 1.08527 2.32429 -0.52 -0.65 -0.26
P 2.36187 -0.15956 1.35905 1.01 0.79 0.69
C 3.74740 -0.81939 2.35766 -0.40 -0.18 -0.20
C 3.41190 -1.65549 3.42092 -0.08 0.10 -0.18
C 4.40523 -2.22744 4.19268 -0.05 -0.09 0.11
C 5.73925 -1.97636 3.90835 -0.08 0.03 -0.02
C 6.07430 -1.10546 2.88410 0.06 -0.02 0.00
C 5.08706 -0.52880 2.10241 -0.14 0.04 -0.04
C 3.24828 0.68847 0.01110 -0.31 -0.34 0.04
C 3.24471 2.05434 -0.23832 -0.03 -0.03 0.14
C 3.92171 2.54757 -1.34139 0.03 0.08 -0.07
C 4.59661 1.68559 -2.18963 0.00 0.05 -0.03
C 4.59104 0.31903 -1.95249 0.01 0.05 0.03
C 3.90883 -0.17843 -0.86108 -0.02 0.06 0.13
P -0.04821 0.98271 2.54645 0.65 0.91 1.42
C -0.33773 1.10232 4.34489 -0.02 -0.29 -0.40
C -0.08647 2.29985 5.01736 -0.04 -0.08 0.03
C -0.41692 2.41891 6.35314 0.01 0.10 -0.02
C -1.01701 1.36216 7.02151 0.05 -0.14 -0.07
C -1.24271 0.16478 6.36279 -0.09 -0.08 0.10
C -0.90039 0.02902 5.02770 0.06 0.06 -0.20
C -0.70846 2.61474 2.05364 0.04 -0.24 -0.17
C -0.14933 3.34090 1.00708 0.15 -0.12 0.17
C -0.73423 4.52641 0.59546 -0.03 0.10 -0.05
C -1.90060 4.96984 1.19843 0.08 -0.03 -0.11
C -2.50447 4.20990 2.18783 -0.04 0.00 -0.01
C -1.91313 3.03625 2.61712 0.04 -0.03 0.08
H 3.55508 1.71931 2.95027 -0.11 0.14 0.03
H 2.40190 1.48529 4.26993 -0.01 0.00 -0.08
H 2.25266 2.90305 3.20641 0.08 -0.01 0.02
H 2.36580 -1.84598 3.63031 -0.02 -0.13 0.08
H 4.13770 -2.87470 5.01203 -0.01 -0.11 0.10
H 6.51439 -2.46244 4.48092 0.06 0.03 0.10
H 7.11117 -0.87587 2.69003 0.07 0.00 -0.05
H 5.37125 0.13935 1.30192 -0.03 0.01 -0.04
H 2.74657 2.73596 0.43637 0.02 0.03 0.08
H 3.92924 3.60882 -1.53370 0.03 0.12 -0.02
H 5.13407 2.07970 -3.03644 0.06 0.06 -0.13
H 5.12220 -0.34591 -2.61408 0.07 -0.11 -0.09
H 3.90203 -1.24042 -0.64873 0.06 -0.08 -0.08
H 0.33857 3.14583 4.49698 -0.01 0.06 -0.02
H -0.23058 3.34813 6.86731 0.03 0.11 0.07
H -1.31023 1.47468 8.05337 0.00 -0.01 0.11
H -1.70673 -0.65818 6.88174 -0.04 -0.11 0.08
H -1.09174 -0.89597 4.49757 -0.04 -0.07 0.07
H 0.76137 2.98948 0.53403 -0.01 0.08 0.01
H -0.28480 5.10242 -0.19846 0.07 0.08 -0.07
H -2.34370 5.90212 0.89128 -0.09 0.15 -0.07
H -3.43510 4.53520 2.62484 -0.08 0.06 0.10
H -2.37958 2.45600 3.40340 -0.01 0.03 0.03
```
Positions in Å, forces in eV/Å.

Among the records above, which one has the highest LUMO level?
C45H41Br2ClF5LaN14O4PS2